(1)
DFT (wB97M-V/def2-TZVPD) results for an isolated molecule of C6H10.

Energy above the lowest of the compared OMol25 structures with the same formula, charge and spin in kJ/mol: 100.3
Kohn-Sham gap in eV: 10.2
SMILES: C=CCC(=C)C
Lowest unoccupied orbital energy in eV: 1.13

```
! wB97M-V def2-TZVPD RIJCOSX def2/J DEFGRID3
* xyz 0 1
C 1.49344 -0.76975 -1.68731
C 1.23616 0.38583 -1.08833
C 0.85553 0.50243 0.36724
C -0.64290 0.28785 0.53926
C -1.51856 0.97349 -0.18884
C -1.07291 -0.76937 1.51588
H 1.49662 -1.70118 -1.12908
H 1.67407 -0.84078 -2.75355
H 1.21380 1.29892 -1.67795
H 1.14632 1.48205 0.76520
H 1.40651 -0.24633 0.94678
H -1.20211 1.74532 -0.88167
H -2.58231 0.77325 -0.14366
H -0.72252 -0.53215 2.52776
H -2.16258 -0.86294 1.54820
H -0.64990 -1.74623 1.24928
*
```

=====

(2)
DFT (wB97M-V/def2-TZVPD) results for a structure of composition C25H46N2NiPS6Sb2.

Energy above the lowest of the compared OMol25 structures with the same formula, charge and spin in kJ/mol: 17.0
Kohn-Sham gap in eV: 6.6
Lowest unoccupied orbital energy in eV: -2.90

```
! wB97M-V def2-TZVPD RIJCOSX def2/J DEFGRID3
* xyz 1 1
Ni 0.45916 -0.33954 0.03533
C 1.75698 -1.87860 3.58298
Sb 0.75746 -0.37133 2.46111
C 1.93263 1.21784 3.21711
C -1.16710 -0.07047 3.34650
C -1.86978 -1.15643 4.10680
C -2.42468 -0.82595 5.34215
C -3.22816 -1.70921 6.04244
C -3.50365 -2.95314 5.49889
C -2.93831 -3.30369 4.28456
C -2.10078 -2.43614 3.58142
C -1.41896 -3.00885 2.36550
Sb -1.24063 -2.16758 0.37687
C -3.30430 -2.04770 -0.12216
C -0.75573 -4.09910 -0.38261
H 1.49944 -1.69339 4.62647
H 2.82842 -1.74363 3.44624
H 1.48757 -2.89714 3.32308
H 1.82676 1.23223 4.30139
H 1.60409 2.16874 2.80595
H 2.97214 1.02799 2.95354
H -1.76026 0.22484 2.47574
H -1.07509 0.82626 3.96001
H -2.23969 0.16181 5.74784
H -3.64890 -1.41961 6.99598
H -4.14425 -3.65246 6.01917
H -3.13237 -4.28868 3.87654
H -1.87840 -3.97434 2.14568
H -0.37619 -3.23562 2.60037
H -3.65189 -3.05616 -0.34323
H -3.48821 -1.39500 -0.97034
H -3.83903 -1.66193 0.74493
H -1.67850 -4.66006 -0.52620
H -0.14438 -4.60202 0.36659
H -0.20301 -4.05339 -1.31406
C 3.57641 3.43800 -0.10339
N 2.99935 2.11361 -0.30639
C 3.61808 0.94941 -0.39744
S 2.80324 -0.55062 -0.10596
N 4.92088 0.85737 -0.68311
C 5.77397 1.85943 -1.31291
H 2.87389 4.00043 0.50851
H 3.72172 3.97810 -1.03848
H 4.52013 3.36862 0.43198
H 1.98535 2.06259 -0.19325
H 5.28131 -0.08158 -0.63244
H 6.32149 2.45753 -0.58601
H 5.18374 2.51263 -1.95091
H 6.49193 1.33793 -1.94119
C -1.31399 5.69436 -2.51494
S -0.54740 4.66857 -1.24039
C -1.79218 3.46345 -0.95055
C -1.56876 2.37560 -0.19008
S -0.07851 1.95566 0.61358
S -2.94132 1.32723 0.04042
C -4.05616 2.13727 -1.00702
S -5.55220 1.58188 -1.34631
S -3.39530 3.61389 -1.64104
H -0.57475 6.45551 -2.75628
H -2.20984 6.18666 -2.14259
H -1.53736 5.11977 -3.41149
C 0.72510 1.73701 -4.30051
C 0.59336 1.53066 -2.79290
P 0.20862 -0.16071 -2.20423
C -1.43301 -0.44523 -2.98131
C -1.80582 -1.88627 -3.31559
C 1.38094 -1.17701 -3.18348
C 1.51870 -2.63996 -2.77687
H 1.00438 2.77350 -4.49422
H -0.20787 1.55465 -4.83351
H 1.49523 1.10494 -4.74195
H -0.18342 2.17873 -2.38376
H 1.51797 1.82874 -2.29983
H -1.44598 0.14117 -3.90200
H -2.17382 0.01146 -2.32031
H -1.16649 -2.28874 -4.10127
H -2.83386 -1.92776 -3.67560
H -1.73644 -2.55849 -2.45965
H 2.34681 -0.67635 -3.07869
H 1.09171 -1.09555 -4.23410
H 1.66975 -2.73772 -1.70179
H 2.37789 -3.09082 -3.27379
H 0.64013 -3.21810 -3.05952
*
```

=====

(3)
DFT (wB97M-V/def2-TZVPD) results for a structure of composition C45H61IN7NdOP2.

Kohn-Sham gap (alpha / beta) in eV: 6.1 / 6.1
Lowest unoccupied orbital energy (alpha / beta) in eV: -5.00 / -5.00

```
! wB97M-V def2-TZVPD RIJCOSX def2/J DEFGRID3
* xyz 2 4
Nd 0.27263 -0.12877 0.43600
C 0.19877 -2.80938 3.91749
P -0.31923 -1.04251 3.73154
C -1.85704 -0.90564 4.72354
C 0.76803 -0.11731 4.87345
C 1.46105 -0.67931 5.96442
C 2.06890 0.17451 6.90927
C 2.04821 1.52876 6.72485
C 1.33982 2.07306 5.70302
C 0.74414 1.29415 4.65268
P 0.27714 2.00134 3.11124
C -1.30694 2.87291 3.29056
C 1.46947 3.42675 2.95029
H 1.28846 -2.68058 3.90234
H -0.07486 -3.28656 2.98951
H -0.11033 -3.35429 4.86280
H -1.90133 -1.50822 5.58569
H -2.75367 -1.05620 4.21028
H -1.83763 0.17737 5.05813
H 1.33333 -1.73571 6.17804
H 2.42980 -0.23272 7.81457
H 2.50107 2.17677 7.48321
H 1.36050 3.12529 5.56654
H -1.46816 3.50561 4.24312
H -2.07365 2.18784 3.30409
H -1.45220 3.57704 2.54752
H 1.47360 4.00914 3.84361
H 1.14460 4.05998 2.10741
H 2.43588 2.92278 2.77768
I 3.23792 0.83484 1.02482
C 1.19159 2.81035 -3.84724
C 2.36246 2.25654 -3.53049
C 2.74527 0.99992 -2.87305
C 0.35851 0.42004 -2.11211
C -0.57995 1.21369 -2.92402
C -0.16827 2.30632 -3.60695
N 0.10860 -1.01543 -1.63970
C -0.66619 -1.98294 -2.29479
C -1.26403 -1.69332 -3.44899
C -2.11766 -2.62235 -4.04697
C -2.43841 -3.86738 -3.33762
C -1.82345 -4.11009 -2.08725
C -0.93567 -3.18736 -1.60714
H 1.29250 3.73988 -4.42559
H 3.25385 2.80489 -3.87363
H 3.55752 0.57239 -3.41827
H -1.68685 0.98974 -2.87265
H -0.89290 2.82191 -4.25648
H -0.97186 -0.94643 -4.04525
H -2.59523 -2.37505 -4.99428
H -3.21632 -4.55645 -3.75092
H -2.05735 -4.98114 -1.44456
H -0.37402 -3.34908 -0.74403
C 3.98375 -5.01923 -2.35293
N 2.66068 -4.77189 -1.77526
N 2.36498 -3.43227 -1.44424
C 1.82207 -3.37508 -0.06429
O 1.37573 -2.34744 0.47881
C 1.83317 -4.79138 0.35191
C 2.28416 -5.58602 -0.68133
C 2.45233 -7.11762 -0.77985
C 2.00882 -2.56457 -2.50586
C 1.87563 -2.80206 -3.84453
C 1.81359 -1.74477 -4.77702
C 1.61399 -0.48656 -4.33038
C 1.61364 0.03594 -2.92350
C 1.80399 -1.14638 -1.98258
H 3.94651 -4.77773 -3.42579
H 4.11494 -6.09662 -2.41449
H 4.74710 -4.61624 -1.73866
H 1.55716 -5.05818 1.38237
H 2.39484 -7.45705 0.22953
H 3.44113 -7.41422 -1.16919
H 1.73842 -7.62410 -1.45628
H 1.94450 -3.82162 -4.25382
H 1.68522 -1.93025 -5.81023
H 1.39215 0.30995 -4.97656
H 3.05986 1.15387 -1.81376
H 2.35239 -1.01502 -1.03101
C -4.71645 -1.80240 1.20167
C -3.20150 -1.75902 1.29325
N -2.69491 -0.61410 0.45056
C -3.16927 -0.88263 -0.90109
C -4.63182 -0.56880 -1.01376
N -5.15157 -0.54247 0.38982
C -4.67890 0.71652 1.20630
C -3.19874 0.72496 0.86803
H -5.34770 -1.83025 2.08637
H -5.01516 -2.51788 0.41699
H -2.72359 -2.67142 0.90671
H -2.77546 -1.62438 2.29836
H -2.92939 -1.88940 -1.25671
H -2.68869 -0.24428 -1.60272
H -5.28875 -1.30189 -1.50673
H -4.76216 0.38836 -1.52018
H -6.32645 -0.37623 0.42782
H -4.91391 0.67031 2.30093
H -5.20212 1.62440 0.78419
H -2.64905 1.01326 1.73748
H -2.96395 1.46479 0.14553
N -0.65615 2.35675 0.05978
C -0.03385 3.33545 -0.09680
N 0.58732 4.48634 -0.22657
C 2.03694 4.51750 -0.62486
C 2.28193 5.63146 -1.64705
C 1.03804 6.46670 -1.90123
C 0.56734 6.96121 -0.57008
C -0.21252 5.75758 0.01715
H 2.23678 3.44508 -0.98963
H 2.66715 4.58940 0.28265
H 2.66947 5.27718 -2.62979
H 3.08216 6.27332 -1.33285
H 0.28855 5.85614 -2.44228
H 1.23128 7.28656 -2.66879
H -0.21424 7.72300 -0.71266
H 1.36686 7.23641 0.11123
H -1.09127 5.72130 -0.60647
H -0.47743 5.93814 1.06858
*
```

=====

(4)
DFT (wB97M-V/def2-TZVPD) results for a structure of composition C24H36N2SiZr.

Energy above the lowest of the compared OMol25 structures with the same formula, charge and spin in kJ/mol: 193.6
Kohn-Sham gap in eV: 6.4
Lowest unoccupied orbital energy in eV: -7.73

```
! wB97M-V def2-TZVPD RIJCOSX def2/J DEFGRID3
* xyz 2 1
C 0.32298 1.86538 2.52404
C 0.72712 2.54335 1.28990
C -0.45573 2.84702 0.51491
H 1.76485 2.82600 1.06466
C -1.58815 2.44799 1.29081
C -1.13218 1.84376 2.51364
H -1.75203 1.60720 3.35181
H 0.97896 1.75262 3.36816
H -0.47565 3.50255 -0.35843
H -2.64489 2.69515 1.07183
Zr -0.17807 0.43145 0.86334
C -2.47549 -0.50055 0.66171
H -2.64036 -0.34525 1.79702
H -2.78288 -1.54686 0.52792
H -3.33207 0.03203 0.16603
Si -0.09019 0.20908 -1.62064
C 1.29195 -0.48337 -2.58237
C 2.30780 0.43489 -2.87893
H 2.37802 1.39172 -2.35245
C 3.14702 0.12910 -3.97353
H 3.86117 0.88073 -4.31525
C 3.02107 -1.09168 -4.62898
H 3.64682 -1.32561 -5.46033
C 2.08410 -2.05269 -4.19991
H 2.00204 -3.01463 -4.67900
C 1.21098 -1.76815 -3.14462
H 0.40643 -2.42663 -2.78212
C -1.20070 0.89313 -2.90699
C -0.70446 1.36459 -4.13271
H 0.37188 1.28223 -4.34792
C -1.62262 1.91018 -5.04063
H -1.25256 2.18079 -6.03285
C -2.96365 2.08136 -4.70988
H -3.64773 2.55661 -5.40054
C -3.45110 1.63756 -3.46967
H -4.51345 1.74648 -3.20410
C -2.55443 1.07250 -2.56403
H -2.88457 0.71583 -1.57757
H 0.46717 1.45377 -1.06120
H -1.52861 -0.56699 -0.19286
C -2.09325 -1.89682 3.52676
N -0.79768 -1.17245 3.40764
C -0.61646 -0.40069 4.65972
C 0.32624 -2.13130 3.24925
C 1.61434 -1.36681 2.97714
N 1.66475 -0.83585 1.59554
C 2.89235 -0.02933 1.53222
C 1.85022 -2.00739 0.68942
H -2.09044 -2.43592 4.52273
H -2.17636 -2.63811 2.67341
H -2.91607 -1.11604 3.45773
H -0.57997 -1.16418 5.46883
H 0.30799 0.20249 4.63475
H -1.46923 0.27432 4.78350
H 0.37468 -2.67898 4.22131
H 0.04835 -2.81693 2.42367
H 1.77997 -0.56650 3.70884
H 2.44374 -2.08065 3.12678
H 3.76773 -0.67916 1.69673
H 2.96142 0.43247 0.54973
H 2.89090 0.76513 2.28258
H 2.64339 -2.65026 1.11440
H 0.91884 -2.57677 0.60895
H 2.13575 -1.64292 -0.29994
*
```

=====

(5)
DFT (wB97M-V/def2-TZVPD) results for a structure of composition C20H34F2NO7S4V.

Kohn-Sham gap (alpha / beta) in eV: 4.5 / 8.9
Lowest unoccupied orbital energy (alpha / beta) in eV: 0.17 / 0.13

```
! wB97M-V def2-TZVPD RIJCOSX def2/J DEFGRID3
* xyz 0 5
V -17.40600 7.64775 -13.23534
N -19.76417 8.86986 -12.05632
O -20.54997 9.41484 -11.30384
O -19.54319 7.69552 -12.05192
O -18.91042 9.38366 -12.69772
F -27.53161 9.23561 -10.37335
C -26.27774 9.67392 -10.68420
C -26.11547 10.95775 -11.15328
C -24.81214 11.35846 -11.46110
C -23.78661 10.50348 -11.27599
C -23.91549 9.27434 -10.65870
C -25.20586 8.88945 -10.38181
H -26.96904 11.58508 -11.36369
H -24.65141 12.35451 -11.84639
H -22.80607 10.87595 -11.53329
H -23.07118 8.65658 -10.39052
H -25.36532 7.96051 -9.85453
F -23.71618 10.07289 -16.07236
C -23.02372 10.99155 -15.33151
C -22.94541 12.33623 -15.80138
C -22.17001 13.22134 -15.18282
C -21.45633 12.85233 -14.07448
C -21.48340 11.58025 -13.62016
C -22.17633 10.59824 -14.27399
H -23.48880 12.67571 -16.67079
H -22.05331 14.20143 -15.62123
H -20.91775 13.51517 -13.41343
H -20.79199 11.36361 -12.81927
H -22.10834 9.59515 -13.87954
C -17.43422 11.85103 -14.56537
S -16.67732 10.48991 -15.57203
O -16.91539 9.18037 -14.77667
C -17.71551 10.52910 -17.08673
H -18.36740 11.62824 -14.04803
H -17.69444 12.60712 -15.30612
H -16.82310 12.29143 -13.77754
H -17.46447 11.39413 -17.70057
H -18.74906 10.70346 -16.78760
H -17.67604 9.51329 -17.48003
C -18.93456 12.58375 -10.88442
S -19.78664 13.55979 -9.57661
O -19.97535 14.99100 -10.12389
C -21.40684 12.69874 -9.76573
H -17.87976 12.81110 -11.03870
H -19.50997 12.68523 -11.80459
H -19.01181 11.54208 -10.57286
H -21.49371 11.63864 -9.52754
H -21.82534 12.89271 -10.75332
H -22.07167 13.32204 -9.16774
C -18.84329 4.11021 -10.88405
S -18.04363 4.11596 -12.47079
O -18.07565 5.52492 -13.11910
C -16.31358 3.88108 -11.79047
H -19.75487 4.69674 -10.99845
H -18.28090 4.51590 -10.04308
H -19.23421 3.12904 -10.61464
H -16.26326 4.60977 -10.98141
H -15.48498 4.09770 -12.46471
H -16.11535 2.87221 -11.42856
C -18.02347 7.10056 -8.57169
S -16.60569 7.42101 -9.76810
O -16.91193 7.11144 -11.21309
C -16.65100 9.26498 -9.68398
H -17.81854 7.76202 -7.72992
H -18.15208 6.03056 -8.40844
H -19.01508 7.38969 -8.91986
H -16.82522 9.58951 -8.65810
H -17.52637 9.65288 -10.20490
H -15.71183 9.57827 -10.13995
*
```

=====

Number 1: molecular weight 82.1 g/mol, DFT total energy -234.5643 Eh. Number 2: molecular weight 900.2 g/mol, DFT total energy -5808.8100 Eh. Number 3: molecular weight 1049.1 g/mol, DFT total energy -3751.0047 Eh. Number 4: molecular weight 471.9 g/mol, DFT total energy -1381.4949 Eh. Number 5: molecular weight 617.7 g/mol, DFT total energy -4100.0189 Eh.